(1)
{"formula": "C5H13O2", "method": "ωB97M-V with the def2-TZVPD basis set", "molar_mass_g_mol": 105.16, "total_energy_ha": -348.75365, "e_homo_ev": -2.3, "charge": -1, "elements": ["C", "O", "C", "C", "C", "C", "H", "H", "H", "H", "H", "H", "H", "H", "H", "H", "H", "H", "H", "O"], "xyz": [[-0.5343, 0.0895, 2.0193], [-0.4391, 1.2163, 2.7513], [0.5163, 0.0974, 0.8242], [0.2272, -0.8935, -0.3272], [-0.5088, -0.3167, -1.5215], [-1.8858, 0.2648, -1.1498], [-0.3322, -0.7986, 2.6897], [-1.5278, 0.0667, 1.5168], [1.4657, -0.1515, 1.3132], [0.5726, 1.1507, 0.5318], [-0.3263, -1.7291, 0.1096], [1.1379, -1.3696, -0.7565], [-0.6953, -1.1250, -2.2403], [0.0777, 0.4409, -2.0590], [-2.6299, -0.5208, -0.9820], [-2.3896, 0.7285, -2.0125], [-1.7798, 0.9357, -0.3043], [2.7470, 0.5535, 0.5854], [2.8966, 0.6257, -0.8890], [3.4078, 0.7354, -0.0992]]}

---

(2)
{"formula": "C5H13O2S", "method": "ωB97M-V with the def2-TZVPD basis set", "molar_mass_g_mol": 137.22, "total_energy_ha": -746.62781, "e_homo_ev": -15.5, "charge": 1, "elements": ["C", "C", "C", "C", "C", "O", "O", "S", "H", "H", "H", "H", "H", "H", "H", "H", "H", "H", "H", "H", "H"], "xyz": [[-0.5774, -2.0558, -1.2824], [-0.7656, -1.9701, 1.2971], [1.7561, 1.8936, 1.0497], [-0.0472, 2.0647, -1.2223], [-0.5998, -1.1953, -0.0304], [-0.7155, 1.2736, 1.1514], [0.6441, -0.3100, -0.1621], [0.3611, 1.1083, 0.2758], [-1.2311, -1.6975, -2.1416], [0.4147, -2.1276, -1.6425], [-0.8666, -3.2084, -1.2037], [-0.0918, -2.7384, 1.3026], [-1.7827, -2.3277, 1.1515], [-0.6258, -1.2400, 2.2264], [1.8290, 1.5724, 2.0324], [1.5413, 3.0026, 1.0060], [2.6482, 1.6774, 0.5637], [-1.1653, 1.7497, -1.4238], [0.6961, 1.8195, -2.0014], [-0.0364, 3.1020, -0.8885], [-1.3854, -0.3931, -0.0579]]}

---

(3)
{"formula": "C5H13O3", "method": "ωB97M-V with the def2-TZVPD basis set", "molar_mass_g_mol": 121.16, "s2": 0.757, "total_energy_ha": -423.89763, "e_homo_ev": [-10.2, -10.2], "charge": 0, "spin_multiplicity": 2, "elements": ["C", "O", "C", "C", "C", "C", "O", "H", "H", "H", "H", "H", "H", "H", "H", "H", "H", "H", "H", "H", "O"], "xyz": [[1.0913, 0.2978, 1.3345], [0.7993, -0.6941, 2.2836], [1.5292, -0.2707, -0.0161], [1.1563, 0.5777, -1.2240], [-0.3448, 0.6214, -1.6173], [-1.2737, -0.3796, -0.9658], [-2.6475, 0.0181, -1.0918], [0.2236, 0.9363, 1.1957], [1.8847, 0.9088, 1.7970], [2.6251, -0.2939, 0.0040], [1.2291, -1.3117, -0.1381], [1.7246, 0.1455, -2.0568], [1.5334, 1.5790, -1.0825], [-0.6955, 1.6231, -1.4106], [-0.4879, 0.5531, -2.7060], [-1.2104, -1.3570, -1.4354], [-1.0383, -0.5552, 0.0829], [-2.9174, 0.4303, -0.2579], [-1.4903, -0.4785, 2.9624], [-0.3066, -1.1624, 2.0270], [-1.3842, -1.1882, 2.3154]]}

---

(4)
{"formula": "C5H13O3", "method": "ωB97M-V with the def2-TZVPD basis set", "molar_mass_g_mol": 121.16, "s2": 0.755, "total_energy_ha": -423.79375, "e_homo_ev": [-8.4, -8.3], "charge": 0, "spin_multiplicity": 2, "elements": ["C", "O", "H", "H", "H", "C", "H", "H", "H", "O", "C", "C", "O", "C", "H", "H", "H", "H", "H", "H", "H"], "xyz": [[4.2755, -1.2216, 0.3982], [3.8426, 0.0018, -0.0721], [3.9490, -2.0501, -0.2570], [5.3806, -1.1851, 0.4000], [3.9244, -1.4074, 1.4272], [1.9699, 0.2417, -0.2585], [2.1503, 1.2647, -0.6155], [1.8191, 0.1202, 0.8291], [1.9158, -0.5464, -1.0326], [0.0538, 0.5797, -0.4794], [-0.8509, -0.4188, -0.1871], [-2.2828, 0.0029, -0.4170], [-2.6400, 0.9655, 0.5402], [-3.9515, 1.4440, 0.3883], [-0.7050, -0.7530, 0.8593], [-0.6145, -1.3029, -0.8145], [-2.9382, -0.8844, -0.3389], [-2.3900, 0.4119, -1.4378], [-4.6876, 0.6252, 0.4749], [-4.1337, 2.1770, 1.1847], [-4.0866, 1.9353, -0.5914]]}

---

(5)
{"formula": "C5H13O3Sr", "method": "ωB97M-V with the def2-TZVPD basis set", "molar_mass_g_mol": 208.78, "s2": 0.750, "total_energy_ha": -454.61733, "e_homo_ev": [-4.2, -9.0], "charge": 0, "spin_multiplicity": 2, "elements": ["C", "C", "O", "C", "C", "O", "C", "H", "H", "H", "H", "H", "H", "H", "H", "H", "H", "H", "Sr", "O", "H", "H"], "xyz": [[2.6016, -0.4201, -0.4897], [1.3299, -1.2237, -0.5934], [0.2870, -0.6528, 0.2128], [-0.9484, -1.3538, 0.1241], [-2.0625, -0.6265, 0.8508], [-2.7419, 0.3329, 0.0841], [-2.0365, 1.5249, -0.1648], [3.3895, -1.1069, -0.8445], [3.2837, -0.0992, 0.3091], [1.4888, -2.2526, -0.2334], [0.9550, -1.2761, -1.6280], [-0.8086, -2.3544, 0.5642], [-1.2221, -1.4662, -0.9370], [-1.6754, -0.1742, 1.7851], [-2.8102, -1.3775, 1.1384], [-2.7523, 2.2548, -0.5616], [-1.6029, 1.9297, 0.7672], [-1.2281, 1.3816, -0.8990], [1.1536, 1.0103, 1.8001], [1.7931, 2.3185, 0.0745], [1.1825, 2.8577, -0.4315], [2.4241, 0.7738, -0.9276]]}

---

(6)
{"formula": "C5H13P", "method": "ωB97M-V with the def2-TZVPD basis set", "smiles": "CC(=[PH3])C(C)C", "molar_mass_g_mol": 104.13, "total_energy_ha": -539.50162, "e_homo_ev": -6.8, "charge": 0, "elements": ["C", "C", "C", "C", "C", "P", "H", "H", "H", "H", "H", "H", "H", "H", "H", "H", "H", "H", "H"], "xyz": [[-0.7583, -0.9960, -1.0973], [-2.0000, 0.1470, 0.8771], [0.6801, 1.7581, 0.1490], [-0.6576, -0.5024, 0.4039], [0.5924, 0.2945, 0.5550], [2.0433, -0.5500, 0.0440], [-0.8633, -0.1349, -1.7752], [-1.6602, -1.5869, -1.3420], [0.1965, -1.6290, -1.4216], [-2.2913, -0.2072, 1.8425], [-2.8072, -0.0971, 0.1376], [-1.8372, 1.3433, 0.9417], [0.1899, 2.3785, 0.9920], [1.5944, 2.0594, -0.1153], [0.0842, 1.9395, -0.6989], [-0.5434, -1.5148, 1.0381], [2.4572, -1.7772, 0.6400], [3.2268, 0.1202, 0.1754], [2.3537, -1.0450, -1.3462]]}

---

(7)
{"formula": "C5H14", "method": "ωB97M-V with the def2-TZVPD basis set", "molar_mass_g_mol": 74.17, "s2": 0.750, "total_energy_ha": -198.80075, "e_homo_ev": [1.6, -7.3], "charge": -1, "spin_multiplicity": 2, "elements": ["C", "C", "C", "H", "H", "H", "H", "H", "H", "H", "H", "C", "C", "H", "H", "H", "H", "H", "H"], "xyz": [[-0.7236, -1.5063, 0.2806], [0.2635, -2.3202, 1.1194], [-1.3753, -0.2767, 0.9054], [-1.5608, -2.1331, -0.0054], [-0.2016, -1.1812, -0.6136], [-0.2296, -2.9324, 1.8785], [0.6569, -3.1141, 0.4581], [-2.3803, -0.4909, 1.3602], [-1.6295, 0.4663, 0.1570], [1.0745, -1.8516, 1.6799], [-0.8668, 0.0547, 1.8123], [0.7636, 1.8923, -0.3862], [1.0210, 2.0708, -1.8865], [1.1576, 2.6390, 0.3001], [-0.3030, 1.7935, -0.1951], [1.1336, 0.9084, -0.1002], [0.9823, 1.3305, -2.6718], [1.9966, 2.5894, -1.9198], [0.2532, 2.7996, -2.2311]]}

---

(8)
{"formula": "C5H14", "method": "ωB97M-V with the def2-TZVPD basis set", "molar_mass_g_mol": 74.17, "s2": 0.750, "total_energy_ha": -198.80492, "e_homo_ev": [1.5, -7.6], "charge": -1, "spin_multiplicity": 2, "elements": ["C", "C", "C", "H", "H", "H", "H", "H", "H", "H", "H", "C", "C", "H", "H", "H", "H", "H", "H"], "xyz": [[1.2394, 0.6785, -1.6783], [0.6488, 0.3936, -0.2720], [2.7317, 0.5053, -1.6470], [0.9347, 1.7214, -1.8535], [0.6852, 0.1009, -2.4162], [0.7635, 1.1256, 0.5299], [-0.3462, -0.0358, -0.2201], [3.1502, 0.9534, -2.5624], [2.9255, -0.5884, -1.6040], [1.2384, -0.4716, 0.1073], [3.0661, 0.7575, -0.6298], [-2.4317, -1.4811, 1.6729], [-2.0126, 0.0302, 1.7065], [-2.3360, -1.8961, 0.6739], [-1.8059, -2.0112, 2.3955], [-3.4832, -1.5874, 1.9616], [-0.9448, -0.0239, 1.5751], [-2.4667, 0.6124, 0.8996], [-2.4505, 0.4960, 2.5812]]}

---

(9)
{"formula": "C5H14", "method": "ωB97M-V with the def2-TZVPD basis set", "smiles": "CCC.CC", "molar_mass_g_mol": 74.17, "total_energy_ha": -198.85821, "e_homo_ev": -10.9, "charge": 0, "elements": ["C", "C", "C", "H", "H", "H", "H", "H", "H", "H", "H", "C", "C", "H", "H", "H", "H", "H", "H"], "xyz": [[1.2808, -0.2561, -1.7910], [1.0599, 1.1343, -1.1731], [0.9646, -1.5443, -1.0902], [0.7889, -0.1263, -2.7657], [2.3505, -0.2594, -2.0126], [1.5714, 1.1449, -0.1759], [0.0894, 1.4560, -0.7970], [0.1064, -1.4796, -0.4060], [0.6384, -2.3433, -1.7982], [1.5148, 1.9082, -1.7785], [1.7155, -2.0772, -0.5117], [-1.7647, -0.4026, 1.9157], [-1.2264, 1.0377, 1.6852], [-1.9852, -0.9102, 0.9773], [-1.1797, -1.0380, 2.5637], [-2.7539, -0.2979, 2.3761], [-1.8686, 1.8353, 2.0244], [-0.2421, 1.1811, 2.1455], [-1.0599, 1.0374, 0.6122]]}

---

(10)
{"formula": "C5H14", "method": "ωB97M-V with the def2-TZVPD basis set", "smiles": "CCC.CC", "molar_mass_g_mol": 74.17, "total_energy_ha": -198.85336, "e_homo_ev": -10.8, "charge": 0, "elements": ["C", "C", "C", "H", "H", "H", "H", "H", "H", "H", "H", "C", "C", "H", "H", "H", "H", "H", "H"], "xyz": [[-0.7295, -0.5314, -1.5641], [-1.4694, -1.5076, -0.6414], [0.1587, -1.1039, -2.6997], [0.1128, -0.1967, -0.9747], [-1.3020, 0.3590, -1.7978], [-1.9515, -2.2974, -1.2193], [-0.7042, -2.0517, -0.0810], [-0.2487, -2.0046, -3.1821], [1.0503, -1.5764, -2.2863], [-2.0664, -0.8962, 0.0263], [0.2613, -0.2872, -3.4068], [1.2138, 0.8150, 2.0211], [0.5553, 2.1562, 2.4381], [0.9429, -0.0536, 2.6119], [0.8082, 0.7573, 1.0156], [2.2944, 0.8621, 2.1430], [1.1850, 3.0326, 2.2855], [-0.3373, 2.2901, 1.8346], [0.2263, 2.2344, 3.4770]]}

---

no.,strongest force on any atom (eV/A)
1,1.52
2,4.40
3,1.92
4,5.27
5,3.83
6,5.57
7,2.93
8,2.79
9,2.95
10,1.97